Entry from OMol25: a structure of composition C46H44N2P2SSiV (wB97M-V/def2-TZVPD).

E_tot = -114350.652 eV
Charge = +3
HOMO-LUMO gap = 6.8 eV
LUMO energy = -0.347 hartree
Energy above the lowest of the compared OMol25 structures with the same formula, charge and spin = 0.0 kJ/mol

Last column: Mulliken charge in e.
Positions of all 97 atoms, in Å:
V -0.07 0.04 -0.18  -1.359
C -2.60 -2.22 1.14  -1.056
Si -0.75 -2.06 1.15  2.301
C -0.06 -1.58 2.81  1.163
C 0.45 -2.53 3.71  -1.066
C 0.70 -2.17 5.03  -0.899
C 0.44 -0.88 5.48  -1.017
C -0.03 0.08 4.60  -0.292
C -0.24 -0.27 3.26  -0.386
P -0.82 0.89 2.03  0.799
C -2.47 1.41 2.54  0.930
C -3.00 2.65 2.19  -0.245
C -4.28 3.00 2.61  -0.946
C -5.02 2.12 3.38  -0.706
C -4.49 0.89 3.74  -0.941
C -3.22 0.53 3.33  -0.494
C 0.20 2.39 1.94  1.509
C -0.11 3.37 0.99  -0.460
C 0.62 4.56 0.93  -1.225
C 1.67 4.77 1.82  -1.062
C 2.00 3.78 2.74  -0.636
C 1.28 2.60 2.80  -0.983
C 0.04 -3.54 0.35  0.390
C 0.12 -4.79 0.97  -0.631
C 0.61 -5.89 0.28  -1.035
C 1.02 -5.76 -1.05  -0.845
C 0.92 -4.54 -1.69  -0.571
C 0.43 -3.44 -0.98  0.274
P 0.12 -1.86 -1.76  2.169
C -1.22 -2.03 -2.95  0.824
C -0.94 -2.54 -4.22  -0.861
C -1.99 -2.81 -5.10  -0.819
C -3.30 -2.58 -4.71  -0.732
C -3.58 -2.09 -3.44  -1.220
C -2.54 -1.82 -2.56  -0.129
C 1.58 -1.36 -2.69  0.947
C 2.84 -1.89 -2.39  -1.047
C 3.95 -1.47 -3.08  -0.796
C 3.84 -0.50 -4.08  -0.680
C 2.59 0.03 -4.39  -0.949
C 1.47 -0.39 -3.70  -0.882
H -2.85 -2.99 1.87  0.495
H -2.96 -2.57 0.17  0.534
H -3.12 -1.32 1.42  0.268
H 0.63 -3.54 3.40  0.328
H 1.09 -2.91 5.72  0.481
H 0.62 -0.63 6.52  0.477
H -0.24 1.08 4.95  0.630
H -2.43 3.36 1.61  0.467
H -4.68 3.96 2.35  0.519
H -6.01 2.40 3.71  0.447
H -5.07 0.21 4.36  0.479
H -2.81 -0.42 3.66  0.443
H -0.95 3.24 0.31  0.336
H 0.34 5.32 0.22  0.519
H 2.21 5.70 1.80  0.520
H 2.81 3.95 3.44  0.601
H 1.56 1.85 3.53  0.521
H -0.22 -4.94 1.99  0.474
H 0.68 -6.85 0.77  0.459
H 1.39 -6.62 -1.58  0.495
H 1.20 -4.45 -2.73  0.501
H 0.07 -2.73 -4.54  0.450
H -1.77 -3.19 -6.08  0.497
H -4.11 -2.79 -5.40  0.448
H -4.60 -1.93 -3.14  0.514
H -2.77 -1.44 -1.58  0.108
H 2.94 -2.65 -1.62  0.486
H 4.92 -1.91 -2.87  0.518
H 4.71 -0.19 -4.63  0.488
H 2.50 0.76 -5.18  0.537
H 0.49 -0.01 -3.98  0.718
C 5.47 2.11 1.29  -1.033
N 4.37 1.17 1.00  -0.174
C 3.26 1.38 0.33  1.257
S 2.10 0.05 0.42  -0.325
N 2.98 2.43 -0.41  0.265
C 3.84 3.54 -0.84  -1.157
H 5.90 1.81 2.24  0.348
H 5.09 3.12 1.39  0.354
H 6.24 2.06 0.52  0.363
H 4.46 0.25 1.40  0.307
H 2.02 2.47 -0.72  -0.300
H 3.85 4.34 -0.11  0.352
H 3.44 3.90 -1.78  0.350
H 4.85 3.18 -1.02  0.447
C -3.25 2.12 -2.85  -0.950
C -3.73 1.58 -1.66  -0.973
C -2.85 1.04 -0.74  -0.339
C -1.48 1.04 -1.03  1.953
C -1.00 1.57 -2.24  -0.594
C -1.89 2.12 -3.14  -0.968
H -3.94 2.55 -3.57  0.471
H -4.79 1.60 -1.45  0.551
H -3.23 0.64 0.19  0.518
H 0.07 1.58 -2.47  0.661
H -1.53 2.54 -4.07  0.526


Entry from OMol25: an isolated molecule of CH3IS (wB97M-V/def2-TZVPD).

E_tot = -20017.319 eV
HOMO-LUMO gap = 7.3 eV
LUMO energy = -0.026 hartree
Energy above the lowest of the compared OMol25 structures with the same formula, charge and spin = 347.0 kJ/mol

Last column: natural (NBO) charge in e.
Positions of all 6 atoms, in Å:
C 2.92 1.56 0.87  -0.934
S 0.84 -1.18 -0.28  -0.256
I 2.99 -0.34 -0.03  0.675
H 3.75 1.69 1.46  0.177
H 3.15 2.27 -0.02  0.183
H 0.36 0.03 -0.10  0.156


- Which formula does entry 2 have?
  CH3IS


- Which formula does entry 1 have?
  C46H44N2P2SSiV